{
  "formula": "C3H5N3O",
  "method": "the ωB97M-V functional and the def2-TZVPD basis",
  "homo_lumo_gap_ev": 8.5705,
  "smiles": "Nc1c[nH]c(=O)[nH]1",
  "e_above_lowest_kj_mol": 40.2,
  "lumo_ha": 0.02924,
  "symbols": ["N", "C", "C", "N", "C", "O", "N", "H", "H", "H", "H", "H"],
  "coordinates": [[2.047, -0.178, 0.112], [0.668, 0.009, -0.045], [-0.086, 1.123, -0.023], [-1.433, 0.704, -0.167], [-1.500, -0.655, 0.060], [-2.442, -1.311, 0.459], [-0.195, -1.090, -0.198], [2.433, -0.714, -0.660], [2.504, 0.728, 0.116], [0.187, 2.149, 0.182], [-2.233, 1.261, 0.075], [0.050, -2.025, 0.090]],
  "atomic_forces_ev_per_a": [[-0.0719, 0.0819, -0.2483], [-0.2211, 0.2238, -0.1252], [0.1164, -0.0932, -0.0626], [-0.1886, -0.0484, 0.5312], [-0.0476, 0.0342, -0.0810], [0.1792, 0.0279, -0.5908], [0.0450, -0.0253, 0.5055], [0.0050, -0.0012, 0.0776], [0.0413, -0.1814, 0.0945], [-0.0251, -0.1936, -0.3353], [0.0591, 0.0924, 0.1664], [0.1082, 0.0830, 0.0681]]
}